1.
17
Properties=species:S:1:pos:R:3:nbo_charge:R:1 method="wB97M-V/def2-TZVPD" smiles="C=CC(=C)C(=C)C" largest_force_ev_per_a=1.60 lumo_energy_ev=1.062 total_charge=0 relative_energy_kj_mol=207.49 orbital_gap_ev=10.16
C -2.43 -0.06 0.75 -0.38
C -1.60 -0.54 -0.16 -0.20
C -0.35 0.15 -0.57 -0.07
C -0.41 1.32 -1.20 -0.37
C 0.94 -0.38 -0.05 0.00
C 1.53 -1.45 -0.58 -0.40
C 1.67 0.47 0.94 -0.65
H -3.31 -0.68 0.93 0.20
H -2.30 0.77 1.42 0.20
H -1.82 -1.43 -0.75 0.21
H -1.33 1.69 -1.65 0.20
H 0.47 1.95 -1.30 0.20
H 0.97 -2.03 -1.32 0.19
H 2.38 -1.92 -0.10 0.20
H 1.43 0.23 1.97 0.22
H 1.41 1.53 0.86 0.22
H 2.76 0.41 0.82 0.22


2.
13
Properties=species:S:1:pos:R:3:nbo_charge:R:1 method="wB97M-V/def2-TZVPD" largest_force_ev_per_a=1.43 lumo_energy_ev=1.123 total_charge=0 relative_energy_kj_mol=178.11 orbital_gap_ev=10.51
N 1.35 0.48 0.75 -0.83
C 1.65 -0.72 -1.71 0.51
O 1.60 0.24 -2.32 -0.52
C -0.77 -0.62 0.12 -0.18
C -1.70 -0.36 -0.80 -0.39
C -0.10 0.42 0.96 -0.26
H 1.83 -0.29 1.21 0.36
H 1.72 1.34 1.14 0.36
H -0.49 -1.66 0.31 0.20
H -2.01 0.66 -1.02 0.19
H -2.19 -1.15 -1.36 0.20
H -0.36 0.24 2.02 0.18
H -0.52 1.40 0.70 0.19


3.
14
Properties=species:S:1:pos:R:3:nbo_charge:R:1 method="wB97M-V/def2-TZVPD" smiles=B[C@H]1CCNO1 largest_force_ev_per_a=6.96 lumo_energy_ev=-0.080 total_charge=0 relative_energy_kj_mol=590.82 orbital_gap_ev=9.27
B -2.31 -0.80 0.28 0.52
C -0.61 -0.31 -0.49 -0.14
C 0.19 0.96 -0.31 -0.48
C 1.41 0.55 0.47 -0.24
N 1.58 -0.85 0.23 -0.30
O 0.15 -1.32 0.25 -0.44
H -3.04 -1.39 -0.25 -0.13
H -2.26 -0.36 1.40 -0.10
H -0.68 -0.46 -1.52 0.16
H -0.40 1.61 0.35 0.22
H 0.40 1.53 -1.18 0.21
H 2.29 1.08 -0.02 0.20
H 1.44 0.69 1.50 0.20
H 1.85 -0.94 -0.71 0.32


4.
77
Properties=species:S:1:pos:R:3:mulliken_spin:R:1 method="wB97M-V/def2-TZVPD" largest_force_ev_per_a=5.45 lumo_energy_ev="-6.184 / -9.819" total_charge=+2 s2=6.06 orbital_gap_ev="5.98 / 2.18" multiplicity=5
Pt 0.05 -0.58 4.88 1.36
C -1.13 1.76 4.57 0.04
C -1.39 0.68 3.70 0.18
C -0.86 0.59 2.28 -0.01
C 0.47 -0.18 2.04 0.04
C 1.46 -0.15 3.18 -0.08
C 1.81 1.03 3.89 0.35
C 1.23 2.37 3.65 0.02
C -0.09 2.78 4.40 0.05
C 1.49 -1.36 6.07 0.42
H -1.78 1.91 5.41 0.02
H -2.30 0.13 3.91 0.00
H -0.78 1.60 1.83 0.01
H -1.64 0.08 1.70 0.00
H 0.21 -1.24 1.88 0.01
H 0.93 0.18 1.11 0.01
H 2.14 -0.99 3.26 -0.01
H 2.60 0.96 4.62 -0.01
H 1.08 2.54 2.57 0.02
H 1.99 3.11 3.95 0.00
H 0.20 3.18 5.39 0.01
H -0.52 3.65 3.87 0.01
H 1.40 -1.19 7.16 0.00
H 2.51 -1.11 5.74 0.00
H 1.28 -2.43 5.88 0.06
P 1.45 -1.23 -3.10 0.01
P -1.52 -0.74 -2.74 0.02
N 2.90 -0.29 -3.12 0.00
N 2.21 -2.53 -4.22 0.00
N -1.80 0.98 -2.60 0.00
N -3.21 -1.12 -3.23 0.40
C 0.62 -0.34 -4.52 0.01
C -0.88 -0.67 -4.52 0.03
C 3.31 0.35 -1.94 0.00
C 4.33 1.23 -2.25 0.00
C 4.59 1.12 -3.66 0.00
C 3.71 0.19 -4.17 0.00
C 2.39 -3.84 -3.76 0.02
C 2.85 -4.64 -4.80 0.00
C 2.97 -3.80 -5.96 0.00
C 2.58 -2.52 -5.57 0.02
C -1.64 1.59 -1.36 0.01
C -1.77 2.96 -1.51 0.00
C -2.01 3.21 -2.90 0.01
C -2.03 1.99 -3.54 0.00
C -4.12 -0.42 -4.04 -0.05
C -5.20 -1.25 -4.31 0.30
C -4.94 -2.51 -3.68 0.30
C -3.72 -2.41 -3.04 -0.08
H 1.04 -0.60 -5.51 0.01
H 0.79 0.75 -4.38 0.00
H -1.42 0.07 -5.14 0.00
H -1.08 -1.66 -4.98 0.00
H 2.79 0.12 -1.03 0.00
H 4.83 1.88 -1.55 0.00
H 5.33 1.67 -4.21 0.00
H 3.58 -0.17 -5.18 0.00
H 2.17 -4.08 -2.74 0.00
H 3.08 -5.70 -4.75 0.00
H 3.29 -4.10 -6.95 0.00
H 2.54 -1.63 -6.17 0.00
H -1.45 0.98 -0.50 0.00
H -1.69 3.69 -0.72 0.00
H -2.15 4.18 -3.37 0.00
H -2.19 1.76 -4.59 0.00
H -3.94 0.59 -4.35 0.00
H -6.08 -0.99 -4.89 0.00
H -5.58 -3.38 -3.70 0.00
H -3.14 -3.12 -2.48 0.00
C -2.26 1.35 8.36 0.00
S -0.76 0.47 7.89 0.00
O 0.26 1.46 7.63 0.05
O -0.51 -0.53 8.92 0.07
O -1.22 -0.23 6.56 0.38
H -2.18 1.64 9.41 0.00
H -3.11 0.69 8.23 0.00
H -2.35 2.24 7.75 0.00


5.
71
Properties=species:S:1:pos:R:3:mulliken_charge:R:1 method="wB97M-V/def2-TZVPD" largest_force_ev_per_a=3.40 lumo_energy_ev=2.200 total_charge=-1 orbital_gap_ev=5.93
C 3.00 -1.36 -0.51 -1.06
C 2.60 -1.78 -1.93 -0.49
C 3.03 -0.71 -2.96 -0.85
C 1.83 0.17 -3.36 0.36
C 2.27 1.53 -3.89 -0.32
C 1.14 2.49 -4.25 -1.29
Nb -0.06 3.34 -2.52 -1.33
C 1.42 2.86 -0.88 -0.35
C 2.44 3.89 -0.43 0.33
C 3.22 3.41 0.80 -1.46
Cl 3.68 4.22 -1.70 -0.21
C -1.36 1.49 -2.15 -1.24
C -1.80 1.21 -0.72 0.56
C -3.09 0.36 -0.69 -1.22
Cl -0.52 0.27 0.15 -0.27
P 0.83 5.79 -2.83 0.38
N -0.30 6.79 -3.43 -0.78
H 3.01 -2.21 0.17 0.36
H 3.96 -0.88 -0.50 0.47
H 2.25 -0.68 -0.12 0.00
H 1.52 -1.85 -1.95 0.26
H 3.02 -2.75 -2.18 0.42
H 3.75 -0.06 -2.49 0.32
H 3.44 -1.17 -3.85 0.42
H 1.27 0.32 -2.44 -0.54
H 1.19 -0.35 -4.07 0.51
H 2.89 1.35 -4.77 0.51
H 2.95 1.95 -3.15 0.08
H 0.45 2.02 -4.95 0.48
H 1.59 3.34 -4.76 0.49
H -1.30 3.83 -3.80 0.06
H -1.15 4.14 -1.27 -0.01
H 0.82 2.69 0.01 0.51
H 1.97 1.93 -1.02 -0.03
H 1.98 4.83 -0.16 0.34
H 2.56 3.27 1.64 0.37
H 3.63 2.44 0.54 0.29
H 4.07 4.05 1.02 0.41
H -2.28 1.66 -2.71 0.67
H -0.91 0.60 -2.58 0.46
H -1.99 2.15 -0.21 0.33
H -3.95 0.96 -0.39 0.37
H -3.00 -0.44 0.04 0.18
H -3.26 -0.11 -1.64 0.36
H 1.30 6.36 -1.60 -0.03
H 1.94 5.72 -3.71 -0.02
H 0.01 7.18 -4.31 0.18
C -3.21 -4.80 5.98 -0.74
O -3.59 -4.73 4.62 -0.35
C -4.18 -3.49 4.24 -0.87
C -3.33 -2.78 3.22 -0.12
N -2.09 -2.31 3.81 -0.32
C -1.13 -1.78 2.85 -0.78
C -0.52 -2.76 1.85 0.26
O 0.32 -3.73 2.46 -0.44
C -0.33 -4.91 2.89 -0.60
H -2.81 -5.79 6.16 0.24
H -2.43 -4.06 6.22 0.32
H -4.07 -4.64 6.63 0.35
H -4.34 -2.86 5.12 0.43
H -5.16 -3.72 3.80 0.38
H -3.89 -1.92 2.83 0.33
H -3.16 -3.47 2.38 0.21
H -1.66 -3.08 4.31 0.16
H -0.31 -1.33 3.42 0.28
H -1.60 -0.96 2.30 0.46
H 0.12 -2.20 1.18 -0.18
H -1.28 -3.25 1.22 0.24
H -1.17 -5.17 2.24 0.30
H -0.68 -4.84 3.92 0.20
H 0.40 -5.72 2.85 0.28


6.
15
Properties=species:S:1:pos:R:3:nbo_charge:R:1 method="wB97M-V/def2-TZVPD" largest_force_ev_per_a=4.93 lumo_energy_ev="-0.756 / -1.168" total_charge=0 relative_energy_kj_mol=252.98 orbital_gap_ev="7.76 / 6.50"
C 0.03 -0.02 0.50 -0.29
C -0.62 0.19 -0.72 -0.04
C 1.86 -0.17 0.80 -0.25
C -0.37 0.97 1.62 -0.62
C -0.77 -0.92 -1.68 -0.65
Cl -1.05 1.56 -1.39 0.15
Br 2.74 1.34 0.03 0.04
Br 2.54 -1.79 0.12 0.08
H -0.19 -1.04 0.93 0.24
H -1.12 0.51 2.18 0.21
H -0.86 1.75 1.08 0.21
H 0.42 1.45 2.30 0.23
H -1.72 -1.52 -1.45 0.23
H 0.03 -1.67 -1.66 0.24
H -0.92 -0.65 -2.65 0.22


What did the fifth record say?
71
Properties=species:S:1:pos:R:3:mulliken_charge:R:1 method="wB97M-V/def2-TZVPD" largest_force_ev_per_a=3.40 lumo_energy_ev=2.200 total_charge=-1 orbital_gap_ev=5.93
C 3.00 -1.36 -0.51 -1.06
C 2.60 -1.78 -1.93 -0.49
C 3.03 -0.71 -2.96 -0.85
C 1.83 0.17 -3.36 0.36
C 2.27 1.53 -3.89 -0.32
C 1.14 2.49 -4.25 -1.29
Nb -0.06 3.34 -2.52 -1.33
C 1.42 2.86 -0.88 -0.35
C 2.44 3.89 -0.43 0.33
C 3.22 3.41 0.80 -1.46
Cl 3.68 4.22 -1.70 -0.21
C -1.36 1.49 -2.15 -1.24
C -1.80 1.21 -0.72 0.56
C -3.09 0.36 -0.69 -1.22
Cl -0.52 0.27 0.15 -0.27
P 0.83 5.79 -2.83 0.38
N -0.30 6.79 -3.43 -0.78
H 3.01 -2.21 0.17 0.36
H 3.96 -0.88 -0.50 0.47
H 2.25 -0.68 -0.12 0.00
H 1.52 -1.85 -1.95 0.26
H 3.02 -2.75 -2.18 0.42
H 3.75 -0.06 -2.49 0.32
H 3.44 -1.17 -3.85 0.42
H 1.27 0.32 -2.44 -0.54
H 1.19 -0.35 -4.07 0.51
H 2.89 1.35 -4.77 0.51
H 2.95 1.95 -3.15 0.08
H 0.45 2.02 -4.95 0.48
H 1.59 3.34 -4.76 0.49
H -1.30 3.83 -3.80 0.06
H -1.15 4.14 -1.27 -0.01
H 0.82 2.69 0.01 0.51
H 1.97 1.93 -1.02 -0.03
H 1.98 4.83 -0.16 0.34
H 2.56 3.27 1.64 0.37
H 3.63 2.44 0.54 0.29
H 4.07 4.05 1.02 0.41
H -2.28 1.66 -2.71 0.67
H -0.91 0.60 -2.58 0.46
H -1.99 2.15 -0.21 0.33
H -3.95 0.96 -0.39 0.37
H -3.00 -0.44 0.04 0.18
H -3.26 -0.11 -1.64 0.36
H 1.30 6.36 -1.60 -0.03
H 1.94 5.72 -3.71 -0.02
H 0.01 7.18 -4.31 0.18
C -3.21 -4.80 5.98 -0.74
O -3.59 -4.73 4.62 -0.35
C -4.18 -3.49 4.24 -0.87
C -3.33 -2.78 3.22 -0.12
N -2.09 -2.31 3.81 -0.32
C -1.13 -1.78 2.85 -0.78
C -0.52 -2.76 1.85 0.26
O 0.32 -3.73 2.46 -0.44
C -0.33 -4.91 2.89 -0.60
H -2.81 -5.79 6.16 0.24
H -2.43 -4.06 6.22 0.32
H -4.07 -4.64 6.63 0.35
H -4.34 -2.86 5.12 0.43
H -5.16 -3.72 3.80 0.38
H -3.89 -1.92 2.83 0.33
H -3.16 -3.47 2.38 0.21
H -1.66 -3.08 4.31 0.16
H -0.31 -1.33 3.42 0.28
H -1.60 -0.96 2.30 0.46
H 0.12 -2.20 1.18 -0.18
H -1.28 -3.25 1.22 0.24
H -1.17 -5.17 2.24 0.30
H -0.68 -4.84 3.92 0.20
H 0.40 -5.72 2.85 0.28